Arrangement w

{
  "formula": "C6H12N2",
  "method": "wB97M-V/def2-TZVPD",
  "elements": ["C", "C", "H", "H", "H", "H", "H", "H", "C", "C", "C", "C", "N", "N", "H", "H", "H", "H", "H", "H"],
  "coordinates": [[-2.328, -2.077, 0.279], [-1.659, -0.721, 0.670], [-2.884, -2.464, 1.143], [-2.920, -2.024, -0.620], [-1.504, -2.796, 0.125], [-0.574, -0.697, 0.585], [-2.062, -0.064, -0.113], [-2.044, -0.217, 1.559], [0.581, 2.038, 1.050], [2.098, 0.357, -0.027], [0.954, 1.064, -0.065], [1.166, 0.289, -2.023], [2.247, -0.186, -1.301], [0.375, 1.062, -1.327], [2.714, 0.389, 0.858], [2.990, -0.771, -1.628], [0.277, 1.279, 1.801], [-0.108, 2.836, 0.821], [1.134, 0.202, -3.101], [1.547, 2.503, 1.314]],
  "charge": 0,
  "lumo_ev": 0.891,
  "smiles": "Cc1c[nH]cn1.CC"
}

***

Arrangement x

{
  "formula": "C6H12N2",
  "method": "wB97M-V/def2-TZVPD",
  "elements": ["C", "C", "C", "C", "C", "N", "C", "N", "H", "H", "H", "H", "H", "H", "H", "H", "H", "H", "H", "H"],
  "coordinates": [[-0.708, -0.017, 1.808], [0.902, 0.651, -1.634], [-1.517, 0.681, -0.997], [0.299, -0.360, 0.719], [-0.183, -0.016, -0.803], [1.597, 0.128, 1.106], [0.183, -1.750, 0.154], [-0.252, -1.475, -1.018], [1.820, -0.122, 2.063], [2.330, -0.204, 0.491], [0.409, -2.729, 0.549], [-0.381, -0.450, 2.754], [-1.692, -0.411, 1.571], [-0.770, 1.062, 1.926], [1.165, 1.611, -1.195], [1.793, 0.028, -1.683], [-2.320, 0.139, -0.505], [-1.748, 0.733, -2.060], [-1.471, 1.692, -0.599], [0.543, 0.809, -2.649]],
  "charge": 0,
  "lumo_ev": 1.010
}

***

Here are the energies relative to the best structure, in hartree: arrangement w 0.0000; arrangement x 0.0021.